Here is a structure of composition C50H41Cl4GeLiNO2P from the OMol25 dataset. Energies are from ωB97M-V/def2-TZVPD.

Its molecular weight is 940.2 g mol⁻¹. Its multiplicity is 1. For the HOMO energy (spin up / spin down), the calculation gives -0.2 / 1.2 eV. As for the total charge: -2. As for the energy relative to the best compared isomer or geometry (same formula, charge and spin): 84.2 kcal/mol. For the strongest force on any atom, the calculation gives 3.5 eV Å⁻¹. The value obtained for the frontier orbital gap (spin up / spin down) is 4.1 / 2.6 eV.

Element x y z (Å)
1 Li -0.8209 -0.0219 -0.5803
2 C 2.1214 5.5506 2.6514
3 C 2.4937 5.6586 1.3299
4 C 2.1028 4.6776 0.4379
5 C 1.4375 3.5457 0.9180
6 C 1.0206 3.4735 2.2320
7 C 1.3824 4.4860 3.1108
8 P 0.8152 2.4394 -0.2989
9 C 1.8215 2.3708 -1.7807
10 C 1.2177 2.2024 -3.0236
11 C 1.9779 2.2324 -4.1903
12 C 3.3475 2.4428 -4.1102
13 C 3.9521 2.6959 -2.8877
14 C 3.1949 2.6476 -1.7205
15 C -0.6261 3.2954 -0.8412
16 C -0.5920 4.4346 -1.6306
17 C -1.8278 5.0374 -1.8703
18 C -3.0123 4.5187 -1.3985
19 C -3.0549 3.3310 -0.6297
20 C -4.1792 2.6648 -0.1209
21 C -4.0548 1.5747 0.7058
22 C -2.7900 1.0489 1.0234
23 C -1.6568 1.5545 0.4275
24 C -1.8017 2.7593 -0.2759
25 H 2.3979 6.3464 3.3631
26 H 3.0775 6.4986 0.9710
27 H 2.3210 4.8051 -0.6225
28 H 0.3981 2.6308 2.5661
29 H 1.1003 4.4060 4.1530
30 H 0.1309 2.0633 -3.0820
31 H 1.5033 2.0648 -5.1568
32 H 3.9329 2.4477 -5.0218
33 H 5.0151 2.9406 -2.8579
34 H 3.6774 2.8079 -0.7519
35 H 0.3300 4.8327 -2.0188
36 H -1.8278 5.9644 -2.4548
37 H -3.9472 5.0662 -1.6162
38 H -5.1765 3.0249 -0.3951
39 H -4.9333 1.0902 1.1256
40 H -2.7405 0.2020 1.7058
41 C 1.4448 -1.2563 1.7812
42 H 0.6761 -1.9118 1.3736
43 H 1.8869 -1.4625 2.7656
44 Cl -5.7913 -5.5560 -0.1384
45 C -4.8544 -5.2709 1.3052
46 C -4.9425 -6.2138 2.3302
47 C -4.1283 -6.1339 3.4554
48 C -3.2255 -5.0801 3.5818
49 C -3.1296 -4.1226 2.5671
50 Cl -1.9620 -2.8521 2.7186
51 C -3.9558 -4.1998 1.4065
52 N -3.7894 -3.2434 0.4112
53 C -4.7073 -2.8135 -0.5385
54 C -6.0502 -2.5718 -0.2409
55 C -6.9253 -2.1018 -1.2021
56 C -6.4956 -1.8634 -2.4912
57 C -5.1573 -2.0540 -2.8223
58 C -4.2744 -2.5599 -1.8879
59 C -2.7921 -2.5724 -2.1920
60 C -2.1324 -1.4229 -1.5096
61 O -1.9410 -0.3151 -2.1204
62 O -1.7278 -1.5743 -0.2648
63 H -5.6568 -7.0263 2.2356
64 H -4.1875 -6.9115 4.2181
65 H -2.5624 -4.9670 4.4510
66 H -2.8808 -2.7616 0.3951
67 H -6.4132 -2.7735 0.7671
68 H -7.9685 -1.8943 -0.9564
69 H -7.1941 -1.5048 -3.2554
70 H -4.8080 -1.7425 -3.8187
71 H -2.6370 -2.4600 -3.2724
72 H -2.3371 -3.5105 -1.8602
73 Cl 0.9363 -2.8781 -1.3781
74 C 1.4972 -4.2532 -0.3666
75 Cl 0.3962 -5.6234 -0.5368
76 H 1.4710 -3.8994 0.6766
77 H 2.5068 -4.5372 -0.6743
78 Ge 2.5549 -0.0750 0.7381
79 C 3.8310 0.6851 2.0286
80 C 4.4280 -0.2229 2.8652
81 C 5.3999 0.1745 3.7917
82 C 5.7293 1.5113 3.9208
83 C 5.1399 2.4317 3.0734
84 C 4.2210 2.0178 2.1247
85 C 3.6480 -1.0310 -0.5684
86 C 3.6693 -0.6993 -1.9200
87 C 4.4882 -1.4143 -2.7879
88 C 5.0698 -2.6016 -2.3771
89 C 4.9561 -3.0035 -1.0419
90 C 4.2495 -2.2099 -0.1491
91 H 0.0176 0.9220 0.6151
92 H 4.1858 -1.2922 2.7852
93 H 5.8804 -0.5866 4.4061
94 H 6.4771 1.8365 4.6474
95 H 5.4182 3.4919 3.1081
96 H 3.7851 2.7465 1.4349
97 H 3.0796 0.1247 -2.3082
98 H 4.6109 -1.0626 -3.8152
99 H 5.6485 -3.2026 -3.0704
100 H 5.4318 -3.9277 -0.6984
101 H 4.1648 -2.5293 0.9000